The following is a quantum chemistry calculation of an isolated molecule of C19H21N3O4, from the Open Molecules 2025 dataset.

ORCA input file:
```
! wB97M-V def2-TZVPD RIJCOSX def2/J DEFGRID3
* xyz 0 1
C -5.8914 -2.4414 0.1763
C -5.8292 -1.5368 -1.0456
O -4.5778 -0.8439 -1.0796
C -4.4838 0.3138 -0.4384
O -5.3992 0.9088 0.0680
C -3.0348 0.7611 -0.3861
C -2.8635 2.2548 -0.6665
C -1.4042 2.6611 -0.4630
C -0.9252 2.2622 0.9355
N -1.1401 0.8452 1.1645
C -0.1842 -0.0363 0.7833
O 1.0875 0.3864 0.6431
C 1.8183 -0.7448 0.3580
C 3.2399 -0.6539 0.1457
C 3.9712 -1.8107 -0.1436
C 5.3272 -1.7375 -0.3475
C 5.9954 -0.5100 -0.2694
O 7.3347 -0.5524 -0.4881
C 8.0712 0.6452 -0.4245
C 5.2694 0.6426 0.0184
C 3.9050 0.5667 0.2233
N 1.0917 -1.8110 0.3093
C -0.1964 -1.4127 0.5734
C -1.2677 -2.3093 0.5830
N -2.1506 -3.0459 0.5798
C -2.5265 0.4641 1.0376
H -6.7781 -3.0665 0.1269
H -5.0059 -3.0715 0.2125
H -5.9316 -1.8417 1.0826
H -5.8592 -2.1187 -1.9686
H -6.6426 -0.8043 -1.0350
H -2.4653 0.1603 -1.1010
H -3.1740 2.4801 -1.6880
H -3.5106 2.8139 0.0124
H -1.2922 3.7381 -0.5917
H -0.7801 2.1634 -1.2095
H 0.1345 2.4847 1.0633
H -1.4945 2.8051 1.6954
H 3.4483 -2.7516 -0.2013
H 5.9072 -2.6186 -0.5710
H 7.7348 1.3647 -1.1778
H 9.1036 0.3668 -0.6298
H 8.0112 1.1020 0.5685
H 5.7553 1.6032 0.0858
H 3.3484 1.4644 0.4470
H -2.6401 -0.5928 1.2782
H -3.1059 1.0537 1.7541
*
```

As for the total energy: -32704.0686 eV. The SMILES is CCOC(=O)[C@H]1CCCN(c2oc(-c3ccc(OC)cc3)nc2C#N)C1. The value obtained for the LUMO energy is 0.60 eV. The value obtained for the highest occupied orbital energy is -7.6 eV. As for the orbital gap: 8.20 eV. The calculation puts the maximum force at 1.6 eV/Å.